Record 1
Molecular formula: C5H9N3
Method: DFT, ωB97M-V/def2-TZVPD

Last column: Löwdin charge in e.
Atoms and positions in Å:
1 C -2.0004 -1.0932 0.0657  -0.036
2 C -0.6167 -0.6359 -0.0956  -0.253
3 C 2.1844 -0.4406 0.4809  -0.071
4 C 1.3208 0.4578 -0.2215  -0.312
5 C -0.0416 0.7289 0.2984  -0.292
6 H -2.3985 -0.9349 1.0368  0.076
7 H -2.7359 -0.7419 -0.5904  0.065
8 H -1.9724 -2.1082 -0.1514  0.058
9 H 1.7933 -0.6160 1.4498  0.108
10 H 3.2726 -0.4046 0.3143  0.118
11 H 1.7272 1.2239 -0.8896  0.146
12 H 0.0158 0.9324 1.3343  0.132
13 H -1.5230 2.0440 -0.2288  0.063
14 H -0.2440 2.0204 -1.2644  0.070
15 N 0.2708 -1.5290 -0.4906  0.114
16 N 1.4802 -0.8606 -0.7437  -0.048
17 N -0.5326 1.9576 -0.3040  0.062

orbital gap	9.972	eV
lowest unoccupied orbital energy	0.886	eV
SMILES	CC1=NN2C[C@@H]2[C@H]1N

***

Record 2
Molecular formula: C5H9N3
Method: DFT, ωB97M-V/def2-TZVPD

Last column: Löwdin charge in e.
Atoms and positions in Å:
1 C 2.6140 -0.1552 0.4911  -0.127
2 C 0.4744 -0.0132 -0.5177  -0.349
3 C -0.6174 -0.9052 -0.3462  0.003
4 C -1.7625 -0.1131 -0.1936  -0.358
5 C -1.3651 1.2203 -0.1064  -0.105
6 H 2.5447 0.8265 0.9833  0.075
7 H 2.3882 -0.8975 1.2775  0.079
8 H 3.6658 -0.3411 0.1366  0.090
9 H 2.0558 -1.1436 -1.0944  0.113
10 H -0.6105 -1.9910 -0.2792  0.102
11 H -3.1879 -1.4443 0.4904  0.089
12 H -3.5878 0.1982 0.4758  0.059
13 H -1.9068 2.1417 0.0590  0.103
14 H 0.6067 2.1155 -0.3482  0.168
15 N 1.8114 -0.2398 -0.7192  -0.058
16 N -3.1166 -0.5389 -0.0030  0.058
17 N -0.0065 1.2805 -0.3059  0.058

orbital gap	8.025	eV
lowest unoccupied orbital energy	1.021	eV
SMILES	CNc1cc(N)c[nH]1

***

Record 3
Molecular formula: C5H9N3
Method: DFT, ωB97M-V/def2-TZVPD

Last column: Löwdin charge in e.
Atoms and positions in Å:
1 C -1.9299 0.0875 1.6887  0.095
2 C 0.3931 1.2042 0.6455  -0.264
3 C 2.2274 -0.0084 -0.2638  -0.045
4 C 0.2946 0.3914 -1.7128  -0.069
5 C 0.7000 0.1915 -0.2855  -0.432
6 N -2.5299 -0.8771 1.3044  -0.212
7 N 0.2850 2.0036 1.4705  0.174
8 N -2.8652 -2.0105 0.9994  0.042
9 H -1.9904 1.1141 1.6739  0.025
10 H 2.8097 0.6713 -0.8238  0.082
11 H 2.4625 -0.9301 -0.6676  0.062
12 H 2.3754 0.0507 0.7740  0.072
13 H 0.9718 -0.2564 -2.3310  0.096
14 H 0.6426 1.4173 -1.9579  0.097
15 H -0.6872 0.3104 -2.1470  0.073
16 H 0.3003 -0.7681 0.0670  0.145
17 H -3.4599 -2.5914 1.5660  0.058

orbital gap	9.696	eV
lowest unoccupied orbital energy	0.883	eV

***

Record 4
Molecular formula: C5H9N3
Method: DFT, ωB97M-V/def2-TZVPD

Last column: Löwdin charge in e.
Atoms and positions in Å:
1 C -0.4704 -0.9921 -1.7167  0.034
2 C 1.1292 0.4825 -0.5259  0.072
3 C 0.8832 -0.1769 -1.7118  -0.056
4 C -1.4425 0.4995 1.3006  -0.007
5 C -0.7408 -0.6964 1.8264  0.014
6 N -1.0630 -1.0468 -0.6192  0.138
7 N 1.8503 1.2740 0.1625  0.334
8 N -0.6551 -0.3740 0.4023  -0.072
9 H -0.9044 -1.5359 -2.4787  0.137
10 H 1.6937 -1.0416 -1.9897  0.239
11 H 0.7585 0.3405 -2.8216  0.243
12 H -2.6424 0.5228 1.1374  0.211
13 H -1.2373 1.5014 1.4546  0.101
14 H 0.0160 -0.3898 2.5516  0.145
15 H -1.4434 -1.5268 2.1074  0.174
16 H 2.4585 1.9082 -0.2164  0.147
17 H 1.8098 1.2513 1.1373  0.147

orbital gap (spin up / spin down)	8.962 / 8.963	eV
lowest unoccupied orbital energy (spin up / spin down)	-10.669 / -10.668	eV
net charge	+2

***

Record 5
Molecular formula: C5H9N3O
Method: DFT, ωB97M-V/def2-TZVPD

Last column: Löwdin charge in e.
Atoms and positions in Å:
1 C 0.2324 0.7408 -0.0512  -0.390
2 C -1.1807 0.7258 -0.9075  -0.220
3 C -1.4763 -1.1256 0.4944  -0.112
4 C 0.0120 -0.6316 0.3497  -0.296
5 C 1.5592 0.5911 -0.7264  -0.116
6 H 0.6869 1.0980 2.1051  0.174
7 H -0.8110 1.6863 1.6195  0.027
8 H -0.5142 0.4119 -2.0062  0.172
9 H -1.5390 1.7114 -1.0613  0.093
10 H -2.8835 0.4887 -0.2416  0.190
11 H -2.0356 -1.4203 1.4016  0.109
12 H -1.6782 -2.2144 0.0968  0.137
13 H 2.1263 1.4193 -0.3793  0.118
14 H 1.2782 0.6241 -1.7354  0.087
15 N 0.1156 1.6983 1.2211  0.057
16 N -2.0757 -0.2744 -0.5649  -0.078
17 N 1.0431 -1.4222 0.4323  0.168
18 O 2.1137 -0.7025 -0.2965  -0.122

orbital gap	9.724	eV
lowest unoccupied orbital energy	0.547	eV
SMILES	N[C@]12CNCC1=NOC2

***

Record 6
Molecular formula: C5H9N3O
Method: DFT, ωB97M-V/def2-TZVPD

Last column: Löwdin charge in e.
Atoms and positions in Å:
1 C 1.0817 0.3034 -0.4495  -0.387
2 C -0.1605 1.3623 -0.1046  -0.195
3 C -1.2874 -0.9300 0.1817  -0.529
4 N 0.2732 2.4782 0.5882  0.045
5 N -0.7085 -2.1418 0.5161  0.120
6 C -0.5086 0.2506 0.6459  -0.049
7 C 1.1228 -0.5557 -1.4813  0.034
8 O 2.2387 0.6621 0.1747  0.026
9 N -2.4454 -0.7389 -0.3133  0.144
10 H 2.0665 1.4901 0.6557  0.088
11 H 0.4326 3.3026 0.0292  0.099
12 H -0.1192 2.6479 1.5094  0.099
13 H 0.2999 -2.1606 0.5647  0.088
14 H -1.1287 -2.9681 0.1177  0.097
15 H -2.9262 -1.6192 -0.5080  0.049
16 H -0.5252 0.3323 1.7403  0.138
17 H 0.2173 -0.8784 -1.9671  0.067
18 H 2.0769 -0.8369 -1.8999  0.065

orbital gap (spin up / spin down)	7.794 / 7.794	eV
lowest unoccupied orbital energy (spin up / spin down)	0.324 / 0.324	eV

***

Record 7
Molecular formula: C5H9N3O2
Method: DFT, ωB97M-V/def2-TZVPD

Last column: Löwdin charge in e.
Atoms and positions in Å:
1 C -1.6797 -0.0485 -0.1642  0.011
2 C -0.5624 -0.8103 0.4802  -0.326
3 N -0.7694 -2.1165 0.6983  0.225
4 O 0.0619 -0.2480 2.7123  0.005
5 N 0.3591 -0.2138 1.2930  -0.052
6 H 0.9282 -0.1982 3.1379  0.100
7 H -1.6234 -2.5780 0.4344  0.125
8 H -0.0940 -2.6315 1.2407  0.135
9 H -1.4857 1.0189 -0.1183  0.085
10 H -2.6186 -0.2372 0.3678  0.104
11 H -1.8260 -0.3689 -1.1968  0.095
12 C 0.7543 1.2937 -1.9123  -0.040
13 C 1.3930 0.3370 -0.9357  -0.424
14 C 1.3101 0.8885 0.6110  -0.443
15 O 2.1370 -0.5662 -1.2230  0.061
16 N 1.8597 1.8722 0.9922  0.101
17 H 1.5159 1.9862 -2.2737  0.091
18 H 0.0032 1.8948 -1.3989  0.063
19 H 0.3369 0.7259 -2.7449  0.083

orbital gap (spin up / spin down)	5.878 / 5.875	eV
lowest unoccupied orbital energy (spin up / spin down)	-1.158 / -1.159	eV

***

Record 8
Molecular formula: C5H9N3O2
Method: DFT, ωB97M-V/def2-TZVPD

Last column: Löwdin charge in e.
Atoms and positions in Å:
1 C 0.6916 -1.8105 1.7431  0.000
2 C -0.0308 -1.4342 -1.0410  0.005
3 C 0.4377 0.6834 -0.0519  -0.286
4 C -0.1196 1.7159 0.8486  -0.021
5 C -1.7611 0.1113 -0.7973  -0.006
6 N 0.0734 -2.4328 0.9925  0.091
7 N -0.3519 -0.3064 -0.5519  -0.145
8 N 1.7709 0.6641 -0.3611  -0.413
9 O 2.2112 -0.0696 -1.2454  -0.016
10 O 2.5215 1.4323 0.2098  0.007
11 H 1.3339 -1.3080 2.3928  0.066
12 H 1.0179 -1.6398 -1.1571  0.088
13 H -0.7403 -2.0799 -1.4847  0.096
14 H 0.7022 2.1265 1.3912  0.076
15 H -0.7074 1.1832 1.5540  0.071
16 H -0.5955 2.5143 0.4154  0.055
17 H -2.1927 -0.4880 -1.6085  0.083
18 H -2.4503 0.0463 0.1170  0.126
19 H -1.8108 1.0917 -1.3657  0.125

orbital gap (spin up / spin down)	7.859 / 7.859	eV
lowest unoccupied orbital energy (spin up / spin down)	0.211 / 0.212	eV

***

Record 9
Molecular formula: C5H9N3O2
Method: DFT, ωB97M-V/def2-TZVPD

Last column: Löwdin charge in e.
Atoms and positions in Å:
1 C 1.7089 -0.0520 0.2446  -0.513
2 C -1.4996 -0.9882 0.0030  -0.013
3 C -0.8677 -0.5535 1.0723  -0.262
4 C 0.9470 0.4081 -1.0158  -0.329
5 C -1.1681 0.7320 1.6678  -0.107
6 N 0.4746 2.7532 -0.9986  0.260
7 N 0.6938 1.6460 -1.0936  -0.032
8 N 0.7857 -0.5268 -2.0700  0.076
9 O 1.9354 -1.3700 0.2192  0.103
10 O 2.0798 0.6664 1.1403  0.097
11 H -1.3241 -1.9094 -0.5204  0.063
12 H -2.2863 -0.3081 -0.2037  0.059
13 H -0.1783 -1.1765 1.5497  0.090
14 H -1.3096 0.8507 2.7585  0.091
15 H -2.0771 1.2344 1.3998  0.071
16 H -0.3006 1.3983 1.4990  0.072
17 H -0.1513 -0.9447 -2.1344  0.075
18 H 1.4120 -1.6815 -0.5407  0.090
19 H 1.1255 -0.1784 -2.9770  0.108

orbital gap	9.014	eV
lowest unoccupied orbital energy	0.227	eV

***

Record 10
Molecular formula: C5H9N3O3
Method: DFT, ωB97M-V/def2-TZVPD

Last column: Löwdin charge in e.
Atoms and positions in Å:
1 C 0.1627 -1.6789 0.2044  -0.392
2 C 1.0723 -1.2615 -1.0994  -0.065
3 C -0.8216 -0.7802 0.5220  0.035
4 C -2.4301 1.0309 0.7251  -0.049
5 C -1.3235 0.4455 -0.1432  -0.384
6 N 2.7796 0.4430 -0.1872  0.023
7 N 2.2848 -0.7416 -0.4816  -0.047
8 N 2.3349 1.4126 0.3995  -0.165
9 O 2.6709 2.5654 0.3803  -0.017
10 O 0.3480 -2.8080 0.6682  0.074
11 O -0.1732 1.3488 -0.3731  -0.060
12 H 1.4227 -2.2093 -1.6675  0.145
13 H 0.5443 -0.4995 -1.7565  0.121
14 H -1.4236 -1.1844 1.3198  0.123
15 H -2.9236 1.8910 0.3251  0.065
16 H -2.2090 1.1732 1.8115  0.101
17 H -3.1723 0.0928 0.7786  0.132
18 H -1.6270 -0.0600 -1.1196  0.169
19 H 2.9384 -1.4029 -0.1848  0.111
20 H -0.4547 2.2231 -0.1216  0.081

expectation value of S²	2.029
multiplicity	3
orbital gap (spin up / spin down)	8.081 / 6.515	eV
lowest unoccupied orbital energy (spin up / spin down)	0.556 / -1.838	eV

***

Record 11
Molecular formula: C5H9N3O4
Method: DFT, ωB97M-V/def2-TZVPD

Last column: Löwdin charge in e.
Atoms and positions in Å:
1 C -0.5884 0.0367 0.5073  -0.113
2 C -1.6672 0.7544 0.7632  -0.242
3 C 0.0621 -0.9153 1.3378  -0.385
4 C 1.4457 -0.3496 -0.2650  -0.656
5 C -2.4254 1.8625 -0.0324  0.028
6 N 2.4192 0.6644 0.1237  0.160
7 N 2.0043 -1.0982 -1.4371  -0.011
8 N 1.1044 -1.9559 -2.1510  0.022
9 O -0.2468 -1.5130 2.3476  0.138
10 O 1.2055 -1.2354 0.6829  0.150
11 O 0.2237 0.2401 -0.6635  0.059
12 O -2.3664 0.4528 1.8765  0.069
13 H -3.1302 1.3872 -0.7268  0.094
14 H -2.8477 2.5395 0.7806  0.109
15 H -1.8538 2.6126 -0.5374  0.064
16 H 3.0874 0.1506 0.6625  0.087
17 H 1.9410 1.3407 0.6956  0.088
18 H 2.5047 -0.5034 -2.0503  0.095
19 H 0.7709 -2.6518 -1.5728  0.037
20 H 0.3731 -1.5013 -2.7194  0.088
21 H -2.0160 -0.3177 2.3779  0.119

orbital gap	9.320	eV
lowest unoccupied orbital energy	0.410	eV
SMILES	C/C(O)=C1\O[C@](N)(NN)OC1=O

***

Record 12
Molecular formula: C5H9N3O5PS
Method: DFT, ωB97M-V/def2-TZVPD

Last column: Löwdin charge in e.
Atoms and positions in Å:
1 C 1.2391 1.2515 -2.4061  -0.688
2 C -0.7448 0.2151 0.4953  -0.185
3 C -1.1181 -0.9232 -0.4486  -0.184
4 C -0.0226 1.4167 -0.1452  -0.202
5 C -0.2282 -2.1113 -0.2045  -0.524
6 N 0.8894 0.8464 -1.0644  -0.126
7 N 1.8419 0.0303 -0.4755  -0.018
8 N -0.7437 -3.2550 -0.1735  0.090
9 O -1.8591 2.9303 -4.4107  -0.463
10 O 2.2137 0.7532 -2.8539  0.070
11 O 1.9627 -1.8992 1.3763  -0.535
12 O 0.4966 2.1432 -2.9255  -0.164
13 O -1.9958 2.9745 -1.9367  -0.494
14 P 1.6588 -1.9735 -0.0553  0.758
15 S -1.5655 2.2350 -3.1533  0.845
16 H -1.7259 0.8139 0.9990  0.164
17 H -0.0399 -0.1179 1.3423  0.106
18 H -2.1428 -1.2716 -0.3038  0.110
19 H -0.6806 -0.5678 -1.3772  0.102
20 H -0.6763 2.1753 -0.6511  0.088
21 H 0.4725 2.0804 0.5250  0.107
22 H 2.2253 0.3381 0.3528  0.082
23 H 2.5813 -0.0105 -1.1578  0.080
24 H -0.1470 -4.0075 -0.2402  -0.021

orbital gap	8.442	eV
lowest unoccupied orbital energy	3.414	eV
net charge	-1